1.
9
Properties=species:S:1:pos:R:3:forces:R:3 method="wB97M-V/def2-TZVPD" energy_ev=-26982.7887 mol_weight_g_mol=109.581 charge=0 gap_ev=9.0
C 1.878 0.095 -1.100 0.4 0.7 -0.1
C -1.151 0.338 0.449 -0.9 -1.5 -0.2
N -0.029 -0.354 1.052 2.5 0.7 0.0
S 2.295 0.020 -2.562 0.0 -0.1 -0.2
Cl 0.419 -1.728 0.147 -0.5 -1.5 -0.2
H 0.914 0.161 0.943 -2.2 -0.2 0.3
H -1.272 1.156 1.127 -0.7 0.7 0.3
H -1.017 0.727 -0.590 0.0 -0.5 0.6
H -2.037 -0.416 0.534 1.4 1.7 -0.4


2.
9
Properties=species:S:1:pos:R:3:forces:R:3 method="wB97M-V/def2-TZVPD" energy_ev=-26984.5419 smiles="CN(Cl)C=S" mol_weight_g_mol=109.581 charge=0 gap_ev=9.1
C -0.636 -1.257 0.449 2.4 4.3 -0.2
C 0.533 0.758 -0.631 1.2 3.0 -1.1
N -0.152 0.172 0.416 -3.1 -4.4 2.6
S -0.167 -2.304 -0.659 -0.1 -0.4 -0.5
Cl -0.573 1.213 1.763 0.2 -0.9 -0.9
H -1.131 -1.499 1.357 -0.6 0.1 0.6
H 0.260 1.878 -0.556 0.7 -1.6 -0.6
H 1.640 0.655 -0.532 -0.6 0.1 -0.1
H 0.227 0.383 -1.609 -0.1 -0.1 0.1


3.
8
Properties=species:S:1:pos:R:3:forces:R:3 method="wB97M-V/def2-TZVPD" energy_ev=-16696.5877 mol_weight_g_mol=79.506 charge=+1 gap_ev=7.8
C -0.347 1.082 -0.448 0.7 1.5 0.7
C 0.408 -1.144 -0.303 5.2 3.0 -2.6
O -0.464 -0.117 -0.116 -1.8 -0.2 0.8
Cl 2.457 0.058 -0.010 -2.5 -1.7 0.0
H -1.193 1.783 -0.080 1.3 -1.3 -1.0
H 0.662 1.398 -0.880 -1.4 -0.2 0.3
H 0.841 -1.241 -1.298 -0.8 0.0 -0.2
H 0.379 -2.041 0.212 -0.6 -1.1 2.0


4.
9
Properties=species:S:1:pos:R:3:forces:R:3 method="wB97M-V/def2-TZVPD" energy_ev=-25996.1226 mol_weight_g_mol=110.480 charge=0 gap_ev=8.9
C -1.159 1.190 -0.284 0.7 -2.3 -1.5
C 0.757 -0.903 0.588 -0.4 2.0 0.4
O 0.212 -0.841 -1.947 -0.5 -0.4 -2.0
P -0.284 -0.234 -0.728 -0.6 2.9 1.6
Cl 2.083 0.303 0.818 0.1 -0.3 0.0
H -1.865 1.655 -1.038 1.1 -0.5 1.3
H -1.061 1.483 0.775 -0.4 -0.2 -0.7
H 1.179 -1.858 0.365 0.0 -0.5 0.0
H 0.138 -0.796 1.453 0.0 -0.7 0.9


Calculated relative energy (zero: lowest compared OMol25 entry of this formula, charge and spin), 88.4 48.0 57.0 41.5 kcal/mol (same order as the records).
Calculated LUMO energy, -0.2 0.1 -8.0 -0.3 eV (same order as the records).